The following is a DFT calculation (wB97M-V/def2-TZVPD) of a structure of composition C35H48BrIrN4O4P.

```
94
Properties=species:S:1:pos:R:3:forces:R:3
Ir 0.332828 0.434290 0.103722 0.13 0.63 -0.70
C 2.000822 0.398691 -2.680427 0.09 -0.01 -0.01
C 2.534628 -1.021356 -2.693542 -0.05 0.00 0.01
C 2.031706 -2.034695 -1.698050 0.03 0.08 0.08
C 2.304389 -3.375016 -1.961621 0.05 -0.03 0.01
C 2.007919 -4.340443 -1.021714 -0.01 0.00 0.00
C 1.450155 -3.939415 0.183776 0.04 0.00 0.00
C 1.178691 -2.602977 0.361408 0.04 0.05 0.03
N 1.439334 -1.658119 -0.558487 -0.15 -0.14 -0.02
N 2.180461 1.173725 -1.426960 -0.07 -0.07 0.03
C 3.550310 1.070943 -0.884465 0.00 0.00 0.04
C 3.648759 0.430649 0.475949 -0.03 0.00 -0.05
C 4.899694 0.185240 1.027735 0.02 -0.02 -0.02
C 4.984970 -0.314496 2.312980 0.00 0.00 0.02
C 3.811635 -0.549340 3.017763 0.03 -0.01 -0.02
C 2.611825 -0.282230 2.394625 0.00 -0.01 -0.03
N 2.528904 0.190461 1.146901 -0.03 -0.09 0.21
C 1.909832 2.596987 -1.699648 -0.01 0.00 0.00
C 0.499995 2.878208 -2.114748 0.01 -0.04 0.04
C 0.217261 3.968096 -2.923756 0.01 0.02 0.00
C -1.099594 4.265600 -3.222484 0.00 0.01 0.00
C -2.094667 3.443708 -2.717178 -0.02 0.00 0.01
C -1.726762 2.365828 -1.938403 0.07 0.02 -0.01
N -0.455316 2.082750 -1.628597 -0.10 -0.05 -0.04
H 0.938072 0.396897 -2.904641 -0.01 0.01 0.00
H 2.499708 0.932703 -3.499804 0.00 0.01 0.01
H 3.623637 -1.017878 -2.603267 0.01 -0.02 -0.05
H 2.346457 -1.409115 -3.697052 -0.01 0.00 0.00
H 2.772947 -3.644052 -2.899176 -0.01 0.01 -0.01
H 2.220075 -5.382906 -1.218159 0.01 0.00 0.00
H 1.221262 -4.647176 0.967993 0.00 0.00 0.01
H 0.726615 -2.255377 1.279573 -0.02 0.00 -0.04
H 3.974619 2.073962 -0.797371 -0.02 0.01 0.00
H 4.204812 0.545044 -1.578075 0.01 0.01 -0.02
H 5.792512 0.396717 0.453195 0.00 0.00 0.00
H 5.949102 -0.508358 2.763140 0.00 0.00 0.00
H 3.826360 -0.927806 4.029827 0.00 0.00 0.00
H 1.670412 -0.438178 2.898253 0.00 -0.03 -0.03
H 2.596683 2.965744 -2.470335 0.00 -0.01 0.00
H 2.101705 3.157762 -0.784286 0.00 0.00 0.01
H 1.026169 4.577115 -3.304483 0.00 0.00 0.00
H -1.344052 5.117087 -3.842860 0.00 0.00 0.00
H -3.139461 3.623464 -2.926679 0.00 0.00 -0.01
H -2.482461 1.692356 -1.567611 0.04 -0.02 -0.05
Br 0.057013 6.333947 3.580878 0.00 0.03 0.02
C 0.210345 4.702227 2.654803 0.00 0.05 0.02
C 1.463651 4.204705 2.339263 0.02 -0.07 -0.06
C 1.570394 2.997142 1.655736 -0.06 0.15 0.05
C 0.438409 2.286492 1.274114 0.13 -0.41 0.06
C -0.807551 2.793051 1.627611 -0.04 0.07 0.02
C -0.931739 4.003101 2.302963 -0.04 -0.07 -0.04
H 2.351459 4.751464 2.627512 0.00 0.00 0.01
H 2.565089 2.631713 1.439483 0.04 -0.02 0.01
H -1.716717 2.253876 1.389465 -0.07 -0.06 -0.01
H -1.907913 4.390217 2.563474 0.00 0.00 0.00
C -0.958867 -2.007016 -3.689746 -0.05 -0.01 0.07
C -1.634629 -0.698512 -3.356106 0.03 0.06 -0.07
O -2.366961 -0.733975 -2.113172 -0.04 -0.09 -0.03
P -1.771011 -0.854414 -0.638960 0.02 0.05 -0.07
O -3.097649 -0.601386 0.188914 0.15 -0.01 0.20
C -3.900655 0.597665 0.271787 -0.09 -0.03 -0.09
C -5.048230 0.541306 -0.708166 0.01 0.01 -0.03
O -1.518118 -2.373992 -0.320395 0.04 -0.08 -0.04
C -2.556840 -3.400232 -0.192956 -0.01 0.00 0.03
C -2.213695 -4.586088 -1.056407 0.01 0.02 0.01
H -0.435332 -1.906406 -4.641311 0.01 0.00 -0.01
H -1.692226 -2.804104 -3.794666 -0.02 -0.02 -0.01
H -0.242776 -2.301733 -2.921338 0.00 0.00 -0.01
H -2.383835 -0.449934 -4.104882 -0.01 0.02 0.01
H -0.925223 0.127887 -3.313663 -0.01 0.00 0.01
H -3.272885 1.473671 0.110311 0.00 0.00 0.11
H -4.259647 0.629749 1.297828 0.00 0.00 0.03
H -4.693846 0.476169 -1.737174 0.01 0.03 0.02
H -5.659831 1.437586 -0.600657 -0.02 0.00 0.00
H -5.676360 -0.325896 -0.509915 -0.01 0.00 0.01
H -3.522035 -2.969853 -0.451317 0.00 0.01 -0.02
H -2.568330 -3.670499 0.862331 -0.03 0.03 0.01
H -2.286381 -4.343762 -2.114131 0.02 0.02 -0.04
H -2.918689 -5.390936 -0.846923 0.00 -0.01 0.00
H -1.207668 -4.946712 -0.843251 -0.01 0.00 0.01
C -2.679581 -0.780944 3.384113 0.06 0.02 -0.04
C -1.153665 -0.837204 3.300423 -0.27 -0.16 -0.03
C -0.554524 0.195794 4.295031 0.09 0.06 -0.07
C -0.636700 -2.243305 3.617084 0.00 0.06 -0.10
O -0.715798 -0.416246 2.040679 0.12 0.04 0.55
H -3.013151 -1.279330 4.293229 -0.02 0.03 0.03
H -3.125144 -1.280352 2.525114 0.01 -0.06 0.05
H -3.028322 0.250948 3.412333 0.00 0.04 -0.03
H -0.985197 -0.042701 5.267179 0.02 0.02 0.02
H -0.829931 1.209122 4.014217 -0.05 0.03 -0.01
H 0.529852 0.130397 4.356239 -0.07 -0.04 0.06
H -0.932341 -2.511910 4.629974 0.00 -0.02 0.00
H 0.448791 -2.309460 3.551535 0.05 0.05 0.00
H -1.077957 -2.966403 2.928552 0.00 -0.01 0.01
```
Forces are in eV/Å.

charge	+2
E_tot	-133378.5119	eV
HOMO (alpha / beta)	-0.4634 / -0.4793	Ha
2S+1	6
maximum force	0.951	eV/Å
orbital gap (alpha / beta)	7.985 / 5.640	eV

***

The following is a DFT calculation (wB97M-V/def2-TZVPD) of a structure of composition C27H22BiN3O2S3.

```
58
Properties=species:S:1:pos:R:3:forces:R:3
Bi 0.262210 -0.081899 -0.677482 -0.12 0.36 -1.03
C -0.096654 1.800779 5.933653 1.00 -1.94 -0.23
C 0.610042 1.962131 4.592996 -0.53 -0.27 -1.00
C 0.876552 0.932319 3.661780 0.11 -1.53 1.01
C 1.473036 1.176690 2.430547 0.63 0.20 -0.11
C 1.715396 2.499847 2.063619 -0.56 -0.12 -1.04
C 1.362225 3.557842 2.879927 -0.32 0.09 0.31
C 0.810096 3.252740 4.133617 0.95 0.10 -0.30
S 2.225122 2.788258 0.307953 -0.72 -0.27 0.40
O 1.805980 1.658151 -3.674030 0.10 0.57 0.22
O 2.329212 4.257980 0.269334 0.59 0.39 -0.21
N 0.859202 2.305929 -0.541587 -1.07 -0.35 -0.40
C -0.425669 2.917127 -0.343012 0.77 -0.47 0.85
C -0.534747 4.288118 0.019616 0.01 -0.93 0.03
C -1.785296 4.767216 0.370259 1.05 0.25 0.39
C -2.851913 3.869315 0.406780 -0.72 -0.19 -0.82
C -2.688509 2.562261 -0.019625 1.96 -0.07 -0.40
N -1.463122 2.055782 -0.404490 -0.36 1.59 0.84
H -1.070459 2.209871 5.838058 -0.96 0.45 0.13
H 0.426067 2.258360 6.763301 0.19 0.45 -0.03
H -0.205239 0.733487 6.248766 0.05 0.68 -0.52
H 0.672514 -0.130332 3.956768 0.20 1.06 -0.24
H 1.862653 0.386809 1.733262 -0.70 0.53 0.96
H 1.468551 4.602277 2.540745 0.10 -0.74 0.18
H 0.621516 4.028809 4.837114 -0.30 0.79 0.25
H 0.433528 4.784175 0.123479 -0.76 0.41 -0.26
H -1.843721 5.819859 0.700790 -0.35 -0.72 -0.25
H -3.866845 4.187158 0.606391 0.09 0.12 0.29
H -3.509692 1.866483 -0.039494 -0.15 -0.13 -0.07
S 3.158974 -1.870338 -4.153352 -1.22 -0.75 1.29
C 2.806589 -0.270687 -4.612496 0.27 0.29 1.44
C 2.185878 0.370467 -3.563234 -0.72 0.44 -0.44
C 1.805808 -0.404727 -2.404926 -0.06 -0.37 -0.80
C 2.183400 -1.692523 -2.638319 1.08 -0.84 -0.40
C 1.994392 -2.807164 -1.686577 0.35 -0.10 0.40
C 2.789002 -3.987067 -1.750461 -0.09 -0.53 -0.18
C 2.805059 -4.869586 -0.673461 -1.04 0.62 0.34
C 1.935255 -4.580335 0.399338 -0.06 1.08 0.04
C 1.138505 -3.438682 0.399375 -0.01 -0.04 -2.13
N 1.125850 -2.568727 -0.665831 1.21 -1.03 0.50
H 3.267165 0.146326 -5.499089 -0.33 0.10 0.16
H 1.537216 1.946222 -2.788200 -0.12 0.34 -0.02
H 3.345407 -4.256458 -2.671889 -0.24 0.60 0.78
H 3.417588 -5.771796 -0.614488 -0.14 0.36 -0.34
H 1.849477 -5.150981 1.296838 0.29 -0.72 0.24
H 0.393173 -3.280155 1.178113 0.29 0.18 -0.11
S -1.534974 -0.350761 -2.568589 1.16 1.26 -0.16
C -2.375199 -1.800789 -2.191762 0.26 -1.95 -0.40
C -3.748200 -1.696121 -1.959102 0.38 -0.41 0.17
C -4.487949 -2.839404 -1.764773 0.05 -1.01 -0.02
C -3.852238 -4.100535 -1.799212 -1.26 1.52 0.46
C -2.510877 -4.210049 -2.061459 1.13 -1.26 0.16
C -1.742141 -3.087780 -2.318634 -0.58 1.74 0.24
H -4.204762 -0.724137 -1.922257 -0.07 0.26 0.02
H -5.559524 -2.778654 -1.560257 0.34 -0.04 -0.07
H -4.468156 -4.927133 -1.524239 -0.06 -0.73 -0.09
H -2.047613 -5.221283 -1.992330 -0.29 0.90 -0.34
H -0.679157 -3.094705 -2.607764 -0.69 -0.25 0.27
```
Forces are in eV/Å.

E_tot	-75264.8261	eV
HOMO	-0.2898	Ha
2S+1	1
maximum force	2.190	eV/Å
orbital gap	7.251	eV

***

The following is a DFT calculation (wB97M-V/def2-TZVPD) of a structure of composition C18H18BeO6S2.

```
45
Properties=species:S:1:pos:R:3:forces:R:3
Be -2.059677 1.086536 -0.763174 -0.36 -0.26 -0.57
O -5.178370 0.893397 -2.360033 0.31 0.15 -0.18
C -4.032513 1.027368 -2.006210 -1.05 -0.32 -0.04
O -3.555031 0.667313 -0.847078 0.20 -0.25 0.55
C -2.915871 1.634113 -2.881295 -0.07 0.14 -1.29
O -2.984327 1.800805 -4.076705 -0.18 -0.02 0.48
O -1.850648 1.874950 -2.158607 0.16 0.55 0.77
O -0.886714 -0.117628 -0.916923 -1.01 -0.20 0.68
S -0.095998 0.304884 -2.133022 2.44 -0.66 -0.76
C 0.979636 1.664248 -1.508716 -0.12 -0.22 -0.14
C 1.941631 1.308395 -0.386788 -0.11 -0.19 0.08
C 1.266128 0.934726 0.937309 0.07 -0.12 -0.10
C 0.696793 2.143502 1.677367 -0.62 -0.08 0.02
S -1.149068 2.145322 1.880110 1.08 -0.53 0.69
O -1.689414 1.952049 0.503967 -0.12 0.67 0.19
C -1.303077 0.539381 2.702629 -0.02 0.22 -0.06
C -2.155140 -0.410669 2.168709 0.04 0.19 -0.22
C -2.263904 -1.647572 2.785242 0.03 -0.02 0.08
C -1.536650 -1.923040 3.930558 -0.02 0.02 -0.06
C -0.719799 -0.948424 4.481962 0.05 0.08 0.01
C -0.606789 0.291206 3.876716 0.01 0.07 0.01
C 1.209991 -0.960391 -2.137944 -0.30 0.11 -0.20
C 2.138956 -0.918986 -3.166925 -0.09 0.07 0.01
C 3.151630 -1.861796 -3.214858 0.05 0.05 0.04
C 3.228266 -2.843472 -2.237163 0.00 -0.08 -0.02
C 2.274250 -2.904539 -1.233811 0.09 0.03 -0.03
C 1.261534 -1.960825 -1.184962 -0.25 0.13 0.12
H 0.262082 2.425502 -1.215584 -0.07 0.17 -0.13
H 1.521902 2.006609 -2.387395 -0.03 0.14 -0.12
H 2.599414 2.166909 -0.214899 0.03 -0.03 -0.12
H 2.571378 0.473002 -0.702689 0.06 0.16 0.05
H 2.012551 0.442618 1.563506 -0.09 0.04 0.09
H 0.479594 0.207034 0.742326 0.10 -0.03 0.11
H 0.906174 3.074512 1.149812 -0.10 0.12 0.05
H 1.095806 2.232392 2.684932 -0.06 0.11 0.12
H -2.722701 -0.187750 1.279085 -0.16 -0.06 -0.14
H -2.921260 -2.393373 2.369511 -0.09 -0.07 -0.10
H -1.607092 -2.892644 4.399621 -0.04 -0.07 0.04
H -0.167652 -1.153302 5.385095 0.07 -0.01 0.12
H 0.013002 1.053661 4.322395 0.13 0.07 0.07
H 2.064423 -0.149300 -3.921105 0.03 0.07 -0.17
H 3.879332 -1.832927 -4.012891 0.04 0.02 -0.04
H 4.024964 -3.572283 -2.266138 0.04 -0.06 -0.03
H 2.319618 -3.684774 -0.487776 0.00 -0.04 0.04
H 0.502637 -1.986738 -0.418162 -0.06 -0.06 0.11
```
Forces are in eV/Å.

E_tot	-53318.4243	eV
HOMO	-0.3089	Ha
2S+1	1
maximum force	2.637	eV/Å
orbital gap	8.381	eV

***

- Look up the maximum force of the third one.
  2.637 eV/Å